C3H9N5O | the ωB97M-V functional and the def2-TZVPD basis

Computed properties:
- structure (SMILES) = CC(=O)N(N)/C(N)=N/N
- energy (eV) = -12752.4577
- Kohn-Sham gap (eV) = 8.852
- relative energy (zero: lowest compared OMol25 entry of this formula, charge and spin) (kJ/mol) = 215.31
- HOMO energy (eV) = -7.99
- molar mass (g/mol) = 131.14

Bonds (Å) are listed after each position.
Cartesian coordinates (Å):
1 C -0.4898 0.8745 0.2323  N3 1.347, N10 1.350, N16 1.324
2 C 0.7354 -0.8032 -0.6174  O4 1.219, C7 1.515, N10 1.588
3 N -1.3744 1.8590 0.4809  C1 1.347, H6 1.008, H12 1.010
4 O 1.3950 -0.5928 -1.6212  C2 1.219
5 H 0.4481 -2.8972 -0.3201  C7 1.094
6 H -2.3606 1.6731 0.3902  N3 1.008
7 C 0.9077 -2.0595 0.2117  C2 1.515, H5 1.094, H9 1.091, H14 1.091
8 H -1.9079 -1.8368 -0.0064  N11 1.019
9 H 0.4598 -1.9579 1.2012  C7 1.091
10 N -0.7447 -0.2475 -0.4738  C1 1.350, C2 1.588, N11 1.415
11 N -2.0043 -0.8737 -0.3256  H8 1.019, N10 1.415, H17 1.017
12 H -0.9469 2.7255 0.7764  N3 1.010
13 N 1.4579 2.1226 0.3381  H15 1.016, N16 1.404, H18 1.023
14 H 1.9723 -2.2752 0.3089  C7 1.091
15 H 2.3257 2.0689 0.8639  N13 1.016
16 N 0.8148 0.8801 0.4578  C1 1.324, N13 1.404
17 H -2.4164 -0.8968 -1.2548  N11 1.017
18 H 1.7284 2.2368 -0.6422  N13 1.023

***

C3H9N5O2 | the ωB97M-V functional and the def2-TZVPD basis

Computed properties:
- structure (SMILES) = [H]/N=[N+](\[O-])O.C1CN=NNC1
- energy (eV) = -14795.3585
- Kohn-Sham gap (eV) = 9.413
- relative energy (zero: lowest compared OMol25 entry of this formula, charge and spin) (kJ/mol) = 540.11
- HOMO energy (eV) = -8.83
- molar mass (g/mol) = 147.14

Bonds (Å) are listed after each position.
Cartesian coordinates (Å):
1 N 2.9493 0.0992 0.1279  O3 1.213, O10 1.316, N15 1.285
2 H -1.5773 -1.9831 -0.4814  C7 1.118
3 O 4.0899 0.4975 0.0231  N1 1.213
4 N -0.6180 1.1596 -0.9388  C5 1.512, N11 1.297, H14 0.961
5 C -1.8824 0.7883 -0.1972  N4 1.512, H6 1.115, C9 1.477, H18 1.112
6 H -2.2935 1.6783 0.3347  C5 1.115
7 C -0.8466 -1.3832 0.1162  H2 1.118, C9 1.524, N13 1.427, H17 1.007
8 H 1.6661 -1.0600 -0.2163  O10 1.022
9 C -1.7409 -0.3290 0.7584  C5 1.477, C7 1.524, H12 1.080, H19 1.054
10 O 2.6771 -1.1656 -0.1134  N1 1.316, H8 1.022
11 N 0.3344 0.2846 -1.0321  N4 1.297, N13 1.240
12 H -1.2008 0.0231 1.6243  C9 1.080
13 N 0.1991 -0.9107 -0.7326  C7 1.427, N11 1.240
14 H -0.2030 2.0258 -0.9102  N4 0.961
15 N 1.8692 0.7269 0.4274  N1 1.285, H16 1.093
16 H 2.0804 1.7827 0.6126  N15 1.093
17 H -0.2669 -2.0105 0.6487  C7 1.007
18 H -2.5319 0.4652 -1.0396  C5 1.112
19 H -2.7044 -0.6892 0.9884  C9 1.054

***

C3H9N5O2 | the ωB97M-V functional and the def2-TZVPD basis

Computed properties:
- structure (SMILES) = N/N=C(/N)N(N)CC(=O)O
- energy (eV) = -14796.1074
- Kohn-Sham gap (eV) = 8.809
- relative energy (zero: lowest compared OMol25 entry of this formula, charge and spin) (kJ/mol) = 467.85
- HOMO energy (eV) = -8.38
- molar mass (g/mol) = 147.14

Bonds (Å) are listed after each position.
Cartesian coordinates (Å):
1 H -1.5635 1.5272 0.4176  O4 0.948
2 C -1.2529 -0.7676 -0.4463  N5 1.653, C6 1.539, H9 1.090, H18 1.065
3 H -0.0122 2.3627 0.8401  N19 0.979
4 O -2.4606 1.2265 0.3658  H1 0.948, C6 1.478
5 N 0.1167 -0.2882 0.3453  C2 1.653, C8 1.403, N17 1.494
6 C -2.6209 -0.0740 -0.3189  C2 1.539, O4 1.478, O15 1.312
7 H 3.3802 -0.5328 -1.4827  N12 1.177
8 C 0.9966 0.7726 0.0825  N5 1.403, N11 1.378, N19 1.361
9 H -0.8936 -0.4525 -1.4264  C2 1.090
10 H 1.3243 -1.5477 1.2066  N17 0.979
11 N 2.2776 0.5286 -0.3617  C8 1.378, N12 1.491
12 N 2.6945 -0.8839 -0.5923  H7 1.177, N11 1.491, H14 1.222
13 H -0.1961 -1.1661 2.1267  N17 1.099
14 H 1.8280 -1.6867 -0.9052  N12 1.222
15 O -3.7594 -0.6829 -0.5541  C6 1.312
16 H 0.7476 2.8946 -0.3349  N19 0.977
17 N 0.3485 -1.4748 1.2238  N5 1.494, H10 0.979, H13 1.099
18 H -1.4592 -1.7958 -0.2595  C2 1.065
19 N 0.5043 2.0410 0.0736  H3 0.979, C8 1.361, H16 0.977